No. 1
Below is a cluster of 2 separate species, C11H18 in total in a non-equilibrium geometry, with properties calculated with ωB97M-V/def2-TZVPD.

Element x y z (Å)
C -1.239 2.546 -0.619
C -1.145 0.960 -0.284
C -2.417 0.323 0.083
C -2.178 -1.176 0.228
C -3.479 -1.762 0.472
C 2.946 -1.239 -0.993
C 4.217 -0.693 -0.632
C 4.299 0.066 0.587
C 3.165 0.502 1.261
C 1.883 0.210 0.763
C 1.769 -0.628 -0.316
H -2.044 2.769 -1.321
H -1.203 3.146 0.447
H -0.214 2.849 -1.119
H -0.577 0.578 0.560
H -0.958 0.518 -1.332
H -2.780 0.849 0.941
H -3.142 0.428 -0.691
H -1.420 -1.417 0.891
H -1.884 -1.395 -0.807
H -4.083 -2.085 -0.543
H -3.287 -2.840 0.833
H -4.349 -1.087 1.199
H 2.888 -2.025 -1.720
H 5.007 -0.974 -1.282
H 5.215 0.474 0.927
H 3.244 1.284 2.024
H 0.942 0.670 1.170
H 0.825 -0.848 -0.728

Its charge is 0. As for the SMILES: c1ccccc1.CCCCC. The gap between HOMO and LUMO comes out at 10.05 eV. For the LUMO energy, the calculation gives 0.0352 Eh. The value obtained for the highest occupied orbital energy is -0.334 hartree.



No. 2
Below is a cluster of 2 separate species, C11H18 in total in a non-equilibrium geometry, with properties calculated with ωB97M-V/def2-TZVPD.

Element x y z (Å)
C -1.023 -1.889 1.974
C 1.666 0.724 1.631
C 0.493 0.078 1.993
C 2.455 0.235 0.599
C 0.168 -1.161 1.433
C 2.177 -1.015 0.059
C 0.986 -1.612 0.401
H 2.004 1.596 2.177
H -0.154 0.484 2.763
H 3.179 0.879 0.112
H 2.875 -1.468 -0.632
H -0.822 -2.286 2.969
H -1.477 -2.655 1.347
H 0.655 -2.488 -0.153
H -1.880 -1.221 2.085
C -1.481 1.064 -1.429
C -2.406 1.816 -2.366
C -1.389 -0.452 -1.783
C -0.113 1.670 -1.251
H -1.929 1.129 -0.425
H -2.405 2.841 -1.992
H -0.722 -0.584 -2.634
H -1.184 -1.090 -0.938
H -2.352 -0.717 -2.242
H -0.162 2.729 -0.984
H 0.571 1.171 -0.579
H -3.418 1.440 -2.488
H -2.120 1.795 -3.431
H 0.460 1.646 -2.198

Its charge is 0. As for the SMILES: Cc1ccccc1.CC(C)C. The gap between HOMO and LUMO comes out at 9.97 eV. For the LUMO energy, the calculation gives 0.0371 Eh. The value obtained for the highest occupied orbital energy is -0.329 hartree.



No. 3
Below is a structure of composition C11H18BF2NO8S2Ta in a non-equilibrium geometry, with properties calculated with ωB97M-V/def2-TZVPD.

Element x y z (Å)
Ta -0.995 0.658 -0.297
C 1.728 2.604 -1.796
O 1.786 1.281 -1.266
C 2.557 1.214 -0.076
C 2.704 -0.235 0.248
O 1.523 -0.837 0.765
C 1.603 -1.205 2.134
C 1.020 -0.225 3.071
O -0.375 -0.271 2.921
C -0.971 0.422 4.023
H 2.740 2.965 -1.997
H 1.167 2.562 -2.724
H 1.236 3.294 -1.115
H 3.554 1.624 -0.249
H 2.084 1.777 0.727
H 2.934 -0.749 -0.685
H 3.539 -0.380 0.934
H 1.043 -2.134 2.237
H 2.641 -1.397 2.406
H 1.300 -0.526 4.084
H 1.392 0.790 2.902
H -0.634 -0.037 4.953
H -0.684 1.472 4.022
H -2.040 0.337 3.931
O -1.073 -1.233 -0.634
N -1.072 -1.915 -1.741
C -0.978 -3.240 -1.632
C -0.985 -4.004 -2.754
C -1.099 -3.363 -3.995
C -1.203 -2.014 -4.065
C -1.198 -1.224 -2.884
S -1.365 0.456 -2.815
H -0.898 -3.614 -0.621
H -0.910 -5.080 -2.666
H -1.107 -3.953 -4.908
H -1.297 -1.494 -5.011
O -2.719 2.532 1.180
S -1.384 3.069 0.651
O -1.205 4.419 1.043
O -0.314 2.084 1.150
O -1.336 2.743 -0.833
F -3.637 0.274 1.442
B -3.064 1.158 0.486
F -4.008 1.394 -0.543

Its charge is 0. Its spin multiplicity is 2. The gap between HOMO and LUMO (spin up / spin down) comes out at 6.58 / 7.36 eV. For the LUMO energy (spin up / spin down), the calculation gives -0.0134 / -0.0157 Eh. The value obtained for the highest occupied orbital energy (spin up / spin down) is -0.255 / -0.286 hartree.



No. 4
Below is a cluster of 2 separate species, C11H18BFNO6PS in total in a non-equilibrium geometry, with properties calculated with ωB97M-V/def2-TZVPD.

Element x y z (Å)
C -3.122 0.977 3.381
N -2.947 1.046 1.899
C -2.552 -0.256 1.298
B -2.106 2.177 1.460
O -2.536 3.501 1.881
C -0.737 2.102 0.597
C 0.544 2.018 1.224
C 0.708 1.941 2.830
O 0.380 0.586 3.278
O 1.557 -0.114 3.393
C 1.857 2.002 0.295
O 2.882 2.581 0.720
C 1.731 1.288 -1.116
F 2.849 0.643 -1.671
C 0.462 1.370 -1.752
P 0.291 0.501 -3.433
S 0.640 1.743 -4.887
C -0.693 2.165 -1.013
O -1.538 2.829 -1.651
H -4.238 1.117 3.605
H -2.602 1.880 3.868
H -2.705 0.037 3.865
H -2.437 -0.240 0.164
H -3.423 -0.986 1.507
H -1.644 -0.731 1.832
H -1.844 4.133 1.570
H 1.817 2.077 3.090
H 0.073 2.733 3.338
H 1.462 -0.979 2.925
H 1.285 -0.552 -3.408
H -0.985 -0.148 -3.499
C 2.032 -4.922 -2.358
C 1.591 -3.871 -3.357
O 2.007 -2.578 -2.928
H 1.613 -4.714 -1.371
H 1.714 -5.918 -2.674
H 3.121 -4.920 -2.249
H 0.503 -3.862 -3.447
H 2.018 -4.068 -4.345
H 2.971 -2.589 -2.859

Its charge is 0. As for the SMILES: CN(C)B(O)C1=C(COO)C(=O)C(F)=C([PH2]=S)C1=O.CCO. The gap between HOMO and LUMO comes out at 6.95 eV. For the LUMO energy, the calculation gives -0.0628 Eh. The value obtained for the highest occupied orbital energy is -0.318 hartree.



No. 5
Below is a structure of composition C11H18Cl2N2O2PTi in a non-equilibrium geometry, with properties calculated with ωB97M-V/def2-TZVPD.

Element x y z (Å)
C 1.208 -0.670 -5.104
C 0.938 -1.539 -3.961
H 1.595 -1.245 -5.961
H 1.905 0.129 -4.803
H 0.272 -0.209 -5.420
O 1.357 -2.073 -3.001
Cl 2.060 1.801 -1.910
Ti 0.495 0.638 -0.871
P -1.317 -1.179 -0.604
C -0.843 -2.625 0.392
C -2.785 -0.591 0.314
H -2.282 -1.139 -2.791
H -3.056 -2.373 -1.730
H -1.467 -2.703 -2.507
C -2.096 -1.926 -2.042
H -2.943 0.461 0.061
H -3.689 -1.169 0.055
H -1.551 -3.441 0.266
H -0.800 -2.356 1.439
H -2.616 -0.675 1.394
H 0.136 -2.978 0.085
C 1.683 -1.065 -0.488
O 2.574 -1.820 -0.398
Cl -1.283 1.933 -1.483
N 1.005 3.032 4.829
C 1.039 2.358 3.653
C 1.695 2.892 2.528
C 1.505 2.319 1.291
N 0.774 1.183 1.134
C 0.250 0.572 2.231
C 0.400 1.118 3.495
H 1.438 3.937 4.900
H 0.453 2.680 5.613
H 2.346 3.754 2.628
H 1.896 2.760 0.372
H -0.257 -0.392 2.047
H -0.039 0.601 4.348

Its charge is +2. Its spin multiplicity is 2. The gap between HOMO and LUMO (spin up / spin down) comes out at 4.59 / 4.80 eV. For the LUMO energy (spin up / spin down), the calculation gives -0.3635 / -0.3632 Eh. The value obtained for the highest occupied orbital energy (spin up / spin down) is -0.532 / -0.540 hartree.



No. 6
Below is a structure of composition C11H18Cl2N2Ru in a non-equilibrium geometry, with properties calculated with ωB97M-V/def2-TZVPD.

Element x y z (Å)
Ru 0.308 0.083 0.117
Cl 0.682 -2.054 -0.638
Cl 1.489 2.029 0.397
C 3.009 -0.331 -1.801
H 3.454 0.228 -0.983
H 3.529 -1.233 -2.119
C -1.303 0.576 -0.566
C 1.878 0.064 -2.388
H -2.245 0.615 0.002
C 1.200 -0.650 -3.518
H 1.380 0.969 -2.039
C -0.074 0.064 -4.001
H 1.897 -0.770 -4.358
H 0.916 -1.654 -3.171
C -1.265 -0.090 -3.045
H 0.143 1.130 -4.147
H -0.351 -0.339 -4.983
C -1.403 1.033 -1.992
H -2.194 -0.107 -3.629
H -1.202 -1.059 -2.530
H -0.671 1.826 -2.198
H -2.397 1.496 -2.107
C -0.641 0.683 5.613
N -0.561 0.041 4.307
C -0.809 -1.255 4.032
C -0.600 -1.454 2.682
N -0.228 -0.280 2.139
C -0.212 0.616 3.141
H -1.673 0.594 6.012
H 0.068 0.192 6.313
H -0.377 1.760 5.535
H -1.108 -1.999 4.759
H -0.699 -2.384 2.139
H 0.060 1.657 3.025

Its charge is -1. Its spin multiplicity is 6. The gap between HOMO and LUMO (spin up / spin down) comes out at 3.51 / 5.84 eV. For the LUMO energy (spin up / spin down), the calculation gives 0.0922 / 0.0918 Eh. The value obtained for the highest occupied orbital energy (spin up / spin down) is -0.037 / -0.123 hartree.